--- a ---
{"formula": "C2H4N6", "method": "ωB97M-V/def2-TZVPD", "homo_lumo_gap_ev": 9.42, "smiles": "[H]/N=c1/nn[nH]n1N=C", "e_homo_ev": -9.6466, "symbols": ["H", "N", "C", "N", "N", "N", "N", "N", "C", "H", "H", "H"], "positions_angstrom": [[0.33, -0.79, -2.29], [-0.65, -0.99, -2.16], [-0.73, -0.93, -0.92], [-2.01, -0.98, -0.26], [-1.83, -0.67, 0.97], [-0.51, -0.34, 1.24], [0.28, -0.62, 0.13], [1.12, 0.47, -0.38], [1.29, 1.59, 0.40], [-0.11, -0.84, 2.00], [0.80, 1.76, 1.36], [2.03, 2.32, -0.09]]}

--- b ---
{"formula": "C2H4N6", "method": "ωB97M-V/def2-TZVPD", "homo_lumo_gap_ev": 8.88, "smiles": "[H]/N=c1\\ncn(N)nn1", "e_homo_ev": -9.0656, "symbols": ["H", "N", "C", "N", "C", "N", "N", "N", "N", "H", "H", "H"], "positions_angstrom": [[-3.51, 0.50, 0.05], [-3.07, -0.35, 0.07], [-1.67, -0.12, -0.03], [-0.94, 1.03, 0.02], [0.27, 1.15, -0.18], [1.07, -0.05, -0.14], [2.33, -0.18, 0.02], [0.36, -1.33, 0.04], [-0.83, -1.49, -0.22], [0.66, 2.18, -0.27], [2.60, -1.02, -0.48], [2.72, -0.31, 1.12]]}

Winner for stability: a

--- a ---
{"formula": "C4H4Br2", "method": "ωB97M-V/def2-TZVPD", "homo_lumo_gap_ev": 9.75, "smiles": "C#CC(=C)Br.Br", "e_homo_ev": -9.5470, "symbols": ["C", "C", "C", "C", "Br", "H", "H", "H", "Br", "H"], "positions_angstrom": [[-1.21, 1.03, 0.59], [-0.75, 0.20, -0.22], [-0.37, -1.03, -0.98], [0.31, -2.13, -0.63], [-1.00, -0.94, -2.85], [-1.12, 1.86, 1.18], [0.60, -2.91, -1.27], [0.43, -2.24, 0.43], [1.01, 3.44, 1.80], [2.10, 2.73, 1.95]]}

--- b ---
{"formula": "C4H4Br2", "method": "ωB97M-V/def2-TZVPD", "homo_lumo_gap_ev": 9.86, "e_homo_ev": -9.5751, "symbols": ["C", "C", "C", "C", "Br", "Br", "H", "H", "H", "H"], "positions_angstrom": [[-0.49, -0.93, 0.56], [0.46, -1.05, -0.37], [-0.64, 0.57, 0.52], [0.52, 0.37, -0.51], [-2.34, 1.36, 0.05], [2.24, 1.28, -0.01], [-0.87, -1.59, 1.19], [1.21, -1.71, -0.75], [-0.37, 1.02, 1.50], [0.29, 0.69, -2.17]]}

Winner for stability: a